No. 1
Formula: C6H9N3
Source: the OMol25 dataset
Level of theory: wB97M-V/def2-TZVPD

XYZ file:
```
18
Properties=species:S:1:pos:R:3:forces:R:3
C 1.3078 0.3970 -1.2494 0.06 -0.16 0.01
C 2.4570 -0.1915 -0.8846 -0.19 0.39 -0.68
C 0.0631 0.2765 -0.4994 -0.02 0.02 -0.02
C 1.9030 -1.5079 1.0240 1.05 -0.33 0.44
C -0.3602 -0.9271 -0.0817 -0.30 0.10 -0.25
C -0.6351 1.5710 -0.1769 0.04 -0.28 0.11
N 2.6326 -0.9480 0.2357 0.39 0.21 0.18
N 1.5794 -2.3384 1.8434 -0.53 -0.72 0.28
N -1.3965 -1.1725 0.8096 -0.20 0.12 0.04
H 1.3221 1.0824 -2.0854 0.11 0.04 -0.11
H 3.3790 -0.0315 -1.4264 -0.07 0.12 -0.13
H 0.1108 -1.8272 -0.4522 0.04 0.02 -0.04
H -1.6924 1.4241 0.0379 -0.11 0.07 0.00
H -0.5516 2.2516 -1.0227 -0.03 0.08 -0.01
H -0.1747 2.0525 0.6874 -0.02 0.11 0.03
H 0.9208 -2.2127 2.5870 -0.23 0.28 0.08
H -1.9266 -2.0113 0.6265 0.02 0.07 0.03
H -1.9874 -0.3750 0.9968 -0.03 -0.13 0.03
```
Forces are in eV/Å.

Its energy above the lowest of the compared OMol25 structures with the same formula, charge and spin is 105.40 kJ/mol. The calculation puts the total energy at -10836.53439 eV. The molar mass is 123.16 g mol⁻¹. The HOMO-LUMO gap is 8.49 eV. The HOMO energy is -7.67 eV. As for the SMILES: CC(/C=C\N=C=N)=C\N.

---

No. 2
Formula: C6H9N3O
Source: the OMol25 dataset
Level of theory: wB97M-V/def2-TZVPD

XYZ file:
```
19
Properties=species:S:1:pos:R:3:forces:R:3
C -1.1824 -0.8686 0.5286 0.84 -1.99 0.06
C 0.1769 -0.8934 -1.2589 0.15 -0.09 -0.34
C 0.9592 0.9315 0.2715 1.15 0.22 -0.06
N -2.1971 -0.7888 1.4218 0.49 0.02 0.27
N 0.5589 1.7659 -0.7602 0.08 0.05 -0.26
C 0.9429 -0.5838 0.0182 -0.16 0.61 -0.23
C -1.1919 -0.9725 -0.8260 -0.12 0.32 0.37
C 1.3764 1.3785 1.4588 0.08 -0.02 -0.27
N 0.7496 -0.9097 -2.3994 0.29 0.04 0.24
O 0.1062 -1.0871 1.0570 -1.99 0.55 0.12
H -3.0911 -1.1580 1.1517 -0.04 0.09 -0.09
H -1.9452 -0.9115 2.3900 -0.01 -0.02 -0.07
H 0.9288 2.7017 -0.6983 -0.07 0.01 0.04
H 0.6585 1.3824 -1.6897 0.04 -0.05 0.04
H 0.1037 -1.0565 -3.1695 -0.22 -0.01 0.07
H 1.9303 -1.0410 0.0799 -0.16 0.08 0.00
H -2.0575 -1.0175 -1.4570 -0.18 0.18 -0.10
H 1.6752 0.6963 2.2320 0.00 -0.17 0.14
H 1.4985 2.4320 1.6495 -0.16 0.20 0.07
```
Forces are in eV/Å.

Its energy above the lowest of the compared OMol25 structures with the same formula, charge and spin is 149.40 kJ/mol. The calculation puts the total energy at -12884.39608 eV. The molar mass is 139.16 g mol⁻¹. The HOMO-LUMO gap is 8.75 eV. The HOMO energy is -7.97 eV. As for the SMILES: [H]/N=C1\C=C(N)O[C@@H]1C(=C)N.

---

No. 3
Formula: C6H9N3O
Source: the OMol25 dataset
Level of theory: wB97M-V/def2-TZVPD

XYZ file:
```
19
Properties=species:S:1:pos:R:3:forces:R:3
C -0.9876 2.7469 -0.4420 2.17 -3.39 -1.27
C -1.1295 1.8251 0.7989 -3.19 1.52 1.64
C -0.0688 -0.1192 -0.2097 1.66 -2.92 4.01
C 0.4182 -0.9365 -2.0341 0.94 -5.52 -5.62
C 0.8923 -1.8557 -1.1372 2.63 -3.62 -2.41
C 0.9130 -1.8728 1.3403 4.61 3.78 0.03
H -1.5258 3.6844 -0.3624 -0.33 -0.35 0.08
H -1.2769 1.9473 -1.4291 1.04 2.95 2.80
H 0.1834 2.9847 -0.4324 -2.44 -0.53 -0.62
H -0.2977 0.5505 1.7742 2.00 -2.31 8.36
H 0.3619 -1.3136 -3.1999 0.02 1.87 3.02
H 1.5139 -3.0100 -1.3056 -2.21 4.21 0.73
H 0.1038 -1.9756 1.8553 -5.47 -0.38 2.99
H 1.2886 -2.8370 1.3544 1.25 -1.72 -0.90
H 1.5909 -1.2340 2.1682 -1.25 -1.18 -2.82
N -0.4427 0.5889 0.9051 -3.06 4.26 -9.22
N -0.2499 0.0104 -1.4438 -1.77 4.01 -1.79
N 0.6030 -1.3015 0.0328 0.81 -0.09 3.53
O -1.8898 2.1176 1.7669 2.58 -0.59 -2.55
```
Forces are in eV/Å.

Its energy above the lowest of the compared OMol25 structures with the same formula, charge and spin is 400.47 kJ/mol. The calculation puts the total energy at -12881.79393 eV. The molar mass is 139.16 g mol⁻¹. The HOMO-LUMO gap is 8.74 eV. The HOMO energy is -8.13 eV. As for the SMILES: CC(=O)Nc1nccn1C.